The following is a quantum chemistry calculation of 3 unconnected molecules or ions with the total composition C19H34F9N3O8S, from OMol25.

ORCA input file:
```
! RIJCOSX wB97M-V def2-TZVPD def2/J DEFGRID3
* xyz 0 1
C -2.927 -4.676 -2.360
C -3.964 -3.892 -1.597
O -4.969 -3.541 -2.152
N -3.778 -3.560 -0.196
C -3.481 -4.732 0.632
C -2.995 -2.378 0.100
C -1.531 -2.507 0.497
C -0.630 -3.160 -0.545
C 0.838 -3.184 -0.117
F 1.356 -4.441 -0.219
F 0.946 -2.828 1.202
C 1.795 -2.202 -0.864
F 3.069 -2.570 -0.612
F 1.588 -0.968 -0.349
C 1.682 -2.053 -2.417
F 0.600 -1.317 -2.732
F 2.782 -1.368 -2.802
C 1.676 -3.358 -3.265
F 0.462 -3.910 -3.293
F 2.021 -3.072 -4.502
F 2.528 -4.236 -2.777
O -3.622 -1.801 1.327
S -5.015 -1.120 0.944
O -6.101 -2.007 1.151
O -5.021 0.185 1.505
O -4.721 -1.004 -0.649
C -3.306 -1.181 -0.812
O -2.894 -1.201 -2.121
H -2.427 -5.445 -1.778
H -3.433 -5.148 -3.199
H -2.184 -3.989 -2.766
H -2.678 -5.366 0.250
H -4.385 -5.340 0.688
H -3.267 -4.404 1.646
H -1.183 -1.484 0.663
H -1.480 -3.009 1.460
H -0.918 -4.201 -0.688
H -0.781 -2.663 -1.497
H -2.837 -0.326 -0.315
H -3.517 -1.712 -2.660
C 3.648 4.233 -3.676
O 3.766 2.890 -3.250
C 4.064 2.708 -1.880
C 2.846 2.753 -0.950
C 2.316 4.158 -0.688
N 1.745 1.912 -1.423
H 4.349 4.882 -3.142
H 2.633 4.616 -3.545
H 3.887 4.259 -4.739
H 4.508 1.711 -1.811
H 4.828 3.429 -1.560
H 3.176 2.343 0.011
H 1.760 4.560 -1.535
H 1.633 4.138 0.161
H 3.127 4.850 -0.453
H 2.066 0.953 -1.491
H 1.538 2.178 -2.382
C -1.193 3.929 4.824
O -0.845 3.667 3.478
C 0.409 4.164 3.060
C 1.599 3.254 3.398
C 2.016 3.320 4.863
N 1.351 1.859 3.024
H -0.819 4.905 5.148
H -0.818 3.158 5.501
H -2.280 3.934 4.883
H 0.338 4.241 1.972
H 0.563 5.181 3.445
H 2.446 3.605 2.799
H 1.321 2.779 5.505
H 2.997 2.863 4.992
H 2.074 4.353 5.212
H 1.183 1.804 2.023
H 0.470 1.577 3.444
*
```

Properties
E_tot in Eh: -2807.4858
Relative energy (zero: lowest compared OMol25 entry of this formula, charge and spin) in kcal/mol: 0.0
Orbital gap in eV: 9.52